Entry 1:
ORCA calculation (the ωB97M-V functional and the def2-TZVPD basis) on the ion C4H5N2 with charge +1 in a non-equilibrium geometry.

Each line ends with the natural charge from an NBO analysis.
Geometry (Å):
C1 1.521 -0.099 0.076  0.167
C2 -2.443 -0.185 -0.085  0.056
C3 0.206 -0.603 0.088  -0.219
C4 2.567 0.733 -0.049  0.112
N1 2.839 -0.551 -0.087  -0.138
N2 -1.101 0.077 -0.008  -0.390
H1 -2.854 -1.148 0.060  0.227
H2 -3.052 0.673 -0.036  0.222
H3 0.230 -1.697 0.254  0.254
H4 3.127 1.672 -0.057  0.274
H5 -1.041 1.127 -0.155  0.436

## Properties
E, eV: -7197.5752
Total charge: +1
SMILES: C=[NH+]/C=C1C=N\1
HOMO-LUMO gap (spin up / spin down), Ha: 0.300 / 0.300
E_HOMO (spin up / spin down), hartree: -0.501 / -0.501

Entry 2:
ORCA calculation (the ωB97M-V functional and the def2-TZVPD basis) on a structure of composition C21H8Cl72NOP in a non-equilibrium geometry.

Each line ends with the Mulliken charge.
Geometry (Å):
N1 -2.626 0.987 2.140  -0.136
C1 -3.617 1.725 1.404  0.225
O1 -3.439 2.062 0.231  -0.570
C2 -4.883 2.095 2.143  0.844
C3 -6.088 1.242 1.659  -0.840
P1 -5.711 -0.493 1.147  0.083
H1 -1.752 1.487 2.092  0.277
H2 -2.512 0.068 1.742  0.033
H3 -4.710 1.857 3.181  -0.021
H4 -5.064 3.151 2.020  -0.371
H5 -6.738 1.126 2.511  0.295
H6 -6.588 1.767 0.862  0.492
H7 -4.776 -0.903 2.093  -0.072
H8 -5.101 -0.438 -0.111  -0.074
C4 -3.154 -1.864 -2.845  -0.006
Cl1 -2.430 -1.260 -4.336  -0.050
Cl2 -3.218 -0.556 -1.666  0.011
Cl3 -4.790 -2.431 -3.199  -0.063
Cl4 -2.185 -3.192 -2.139  -0.027
C5 -6.779 6.716 -3.383  0.269
Cl5 -6.014 5.735 -4.631  -0.097
Cl6 -8.257 5.929 -2.821  -0.107
Cl7 -5.668 6.935 -2.023  0.041
Cl8 -7.185 8.300 -4.057  -0.109
C6 1.944 -2.774 -4.485  -0.092
Cl9 0.540 -2.718 -3.418  0.214
Cl10 1.696 -4.037 -5.694  -0.106
Cl11 2.176 -1.226 -5.300  -0.077
Cl12 3.360 -3.151 -3.499  0.013
C7 -4.042 -6.189 -5.175  0.168
Cl13 -4.606 -6.945 -3.682  -0.118
Cl14 -5.436 -5.833 -6.198  -0.073
Cl15 -3.190 -4.697 -4.792  0.182
Cl16 -2.934 -7.305 -6.003  -0.104
C8 -5.159 -1.281 5.670  0.237
Cl17 -6.788 -1.182 4.991  -0.098
Cl18 -5.063 -0.301 7.129  -0.044
Cl19 -4.767 -2.963 6.030  -0.106
Cl20 -4.004 -0.613 4.513  -0.032
C9 -3.377 6.699 1.434  0.247
Cl21 -3.977 7.640 2.804  0.017
Cl22 -4.358 5.247 1.236  -0.144
Cl23 -3.483 7.705 -0.022  -0.111
Cl24 -1.698 6.235 1.690  -0.066
C10 7.258 -4.342 -1.597  0.037
Cl25 5.773 -3.379 -1.573  0.226
Cl26 7.181 -5.514 -2.913  -0.088
Cl27 8.638 -3.270 -1.854  -0.052
Cl28 7.413 -5.190 -0.055  -0.032
C11 3.149 -7.323 -1.256  0.226
Cl29 3.275 -5.982 -2.398  0.050
Cl30 1.586 -8.124 -1.459  -0.099
Cl31 4.448 -8.486 -1.540  -0.100
Cl32 3.275 -6.690 0.389  -0.076
C12 -6.039 9.351 5.829  0.238
Cl33 -6.369 10.507 7.122  -0.051
Cl34 -5.530 10.228 4.371  -0.087
Cl35 -4.759 8.262 6.365  -0.026
Cl36 -7.503 8.434 5.475  -0.100
C13 8.908 -1.867 2.365  0.267
Cl37 7.475 -2.039 1.350  0.012
Cl38 8.515 -0.885 3.778  -0.110
Cl39 9.470 -3.457 2.892  -0.078
Cl40 10.188 -1.078 1.435  -0.096
C14 0.294 -3.534 1.303  0.133
Cl41 -1.122 -2.505 1.560  -0.011
Cl42 0.017 -4.560 -0.103  -0.006
Cl43 1.710 -2.527 1.018  0.005
Cl44 0.553 -4.543 2.727  -0.105
C15 11.540 -6.125 -0.268  0.269
Cl45 10.508 -6.724 -1.568  -0.080
Cl46 13.207 -6.029 -0.850  -0.102
Cl47 10.994 -4.528 0.239  0.033
Cl48 11.462 -7.234 1.105  -0.112
C16 1.089 5.215 -1.315  0.231
Cl49 1.917 5.351 -2.868  -0.108
Cl50 2.153 5.787 -0.026  -0.109
Cl51 -0.380 6.189 -1.334  -0.020
Cl52 0.666 3.526 -1.020  0.016
C17 -2.358 12.474 7.572  0.297
Cl53 -3.346 13.788 8.218  -0.108
Cl54 -3.314 11.533 6.427  0.028
Cl55 -0.945 13.147 6.756  -0.104
Cl56 -1.833 11.430 8.896  -0.105
C18 -5.961 3.963 6.642  0.247
Cl57 -5.144 3.508 8.141  -0.115
Cl58 -6.277 2.508 5.699  -0.009
Cl59 -7.475 4.784 7.024  -0.097
Cl60 -4.920 5.039 5.706  -0.028
C19 3.018 0.751 -1.451  0.092
Cl61 3.868 1.363 -2.870  -0.105
Cl62 2.748 2.076 -0.314  -0.086
Cl63 1.462 0.064 -1.936  0.077
Cl64 4.017 -0.483 -0.671  0.007
C20 -2.801 -4.477 -10.021  0.287
Cl65 -4.140 -3.328 -9.932  -0.108
Cl66 -3.032 -5.543 -11.409  -0.107
Cl67 -1.281 -3.595 -10.202  -0.099
Cl68 -2.756 -5.436 -8.541  0.018
C21 15.378 -9.069 -3.682  0.304
Cl69 16.321 -8.300 -4.963  -0.103
Cl70 16.443 -10.058 -2.679  -0.100
Cl71 14.609 -7.829 -2.681  -0.006
Cl72 14.131 -10.090 -4.401  -0.103

## Properties
E, eV: -936340.4026
HOMO-LUMO gap, Ha: 0.321
E_HOMO, hartree: -0.321

Entry 3:
ORCA calculation (the ωB97M-V functional and the def2-TZVPD basis) on a cluster of 2 separate species, C5H14OS in total.

Each line ends with the natural charge from an NBO analysis.
Geometry (Å):
C1 0.336 2.012 -0.214  -0.633
C2 1.556 1.105 -0.264  0.097
C3 2.811 1.860 -0.647  -0.619
O1 1.399 0.075 -1.236  -0.735
H1 -0.557 1.473 0.107  0.205
H2 0.145 2.407 -1.214  0.208
H3 0.515 2.839 0.474  0.208
H4 1.695 0.642 0.719  0.152
H5 3.122 2.563 0.123  0.206
H6 2.668 2.408 -1.578  0.207
H7 3.618 1.140 -0.785  0.219
H8 0.570 -0.385 -1.053  0.471
C4 -2.248 -1.272 1.739  -0.745
S1 -0.829 -1.755 0.741  0.180
C5 -1.685 -2.744 -0.496  -0.746
H9 -2.792 -2.157 2.059  0.216
H10 -2.916 -0.610 1.190  0.213
H11 -1.887 -0.752 2.622  0.233
H12 -0.944 -3.060 -1.227  0.234
H13 -2.130 -3.630 -0.053  0.215
H14 -2.446 -2.160 -1.008  0.214

## Properties
E, eV: -18294.6977
SMILES: CC(C)O.CSC
HOMO-LUMO gap, Ha: 0.358
E_HOMO, hartree: -0.326

Entry 4:
ORCA calculation (the ωB97M-V functional and the def2-TZVPD basis) on the molecule C5H11NO.

Each line ends with the natural charge from an NBO analysis.
Geometry (Å):
C1 -0.431 -0.845 -0.420  -0.510
C2 0.499 0.332 -0.115  -0.222
C3 1.441 0.023 1.041  -0.605
C4 1.284 0.786 -1.353  -0.597
C5 -1.879 -0.800 0.040  0.682
N1 -2.315 0.272 0.764  -0.830
O1 -2.623 -1.706 -0.270  -0.616
H1 -0.464 -1.072 -1.479  0.243
H2 -0.039 -1.737 0.067  0.235
H3 -0.092 1.200 0.188  0.184
H4 1.997 -0.906 0.823  0.202
H5 2.195 0.788 1.218  0.212
H6 0.903 -0.163 1.974  0.205
H7 0.602 1.179 -2.097  0.212
H8 1.914 -0.032 -1.693  0.206
H9 1.906 1.646 -1.089  0.206
H10 -1.644 0.816 1.278  0.388
H11 -3.256 0.217 1.123  0.404

## Properties
E, eV: -8901.5819
SMILES: CC(C)CC(N)=O
HOMO-LUMO gap, Ha: 0.386
E_HOMO, hartree: -0.354

Copy entry 4 word for word.
ORCA calculation (the ωB97M-V functional and the def2-TZVPD basis) on the molecule C5H11NO.

Each line ends with the natural charge from an NBO analysis.
Geometry (Å):
C1 -0.431 -0.845 -0.420  -0.510
C2 0.499 0.332 -0.115  -0.222
C3 1.441 0.023 1.041  -0.605
C4 1.284 0.786 -1.353  -0.597
C5 -1.879 -0.800 0.040  0.682
N1 -2.315 0.272 0.764  -0.830
O1 -2.623 -1.706 -0.270  -0.616
H1 -0.464 -1.072 -1.479  0.243
H2 -0.039 -1.737 0.067  0.235
H3 -0.092 1.200 0.188  0.184
H4 1.997 -0.906 0.823  0.202
H5 2.195 0.788 1.218  0.212
H6 0.903 -0.163 1.974  0.205
H7 0.602 1.179 -2.097  0.212
H8 1.914 -0.032 -1.693  0.206
H9 1.906 1.646 -1.089  0.206
H10 -1.644 0.816 1.278  0.388
H11 -3.256 0.217 1.123  0.404

## Properties
E, eV: -8901.5819
SMILES: CC(C)CC(N)=O
HOMO-LUMO gap, Ha: 0.386
E_HOMO, hartree: -0.354